No. 1
A structure of composition C41H40F3GeIrNO3PSbSe. Source: the OMol25 dataset; level of theory: ωB97M-V/def2-TZVPD.

Last column: Mulliken charge in e.
Positions of all 93 atoms, in Å:
Ir -0.89519 -1.04051 -0.95740  3.72
C 2.56172 -4.41030 1.58271  -0.49
C 1.45349 -4.80206 0.84550  -1.03
C 0.32190 -3.99962 0.80945  -0.51
C 0.29863 -2.80058 1.51845  0.39
C 1.40922 -2.41763 2.27307  -0.25
C 2.53624 -3.22308 2.30247  -0.89
P -1.05860 -1.62583 1.26174  0.40
C -1.24734 -0.84232 2.88603  1.55
C -1.53865 -1.72984 3.92547  -1.08
C -1.73130 -1.26340 5.21393  -0.93
C -1.62552 0.09524 5.48529  -0.76
C -1.31721 0.98029 4.46543  -0.98
C -1.12822 0.51394 3.17078  0.59
C -2.56931 -2.45205 0.77429  0.66
C -3.52710 -3.26061 1.37454  -0.87
C -4.56312 -3.72408 0.57913  -0.81
C -4.61806 -3.38410 -0.77302  -0.84
C -3.65603 -2.56920 -1.35770  -0.57
C -2.61601 -2.08331 -0.57027  -0.44
H 3.44543 -5.03550 1.60358  0.47
H 1.46943 -5.73255 0.29319  0.44
H -0.53766 -4.30155 0.22350  0.44
H 1.39078 -1.49535 2.84304  0.37
H 3.39577 -2.92498 2.88925  0.44
H -1.59485 -2.79433 3.73045  0.49
H -1.95631 -1.96162 6.00892  0.45
H -1.77448 0.45965 6.49295  0.41
H -1.21938 2.03828 4.67366  0.53
H -0.85772 1.22104 2.40222  -0.14
H -3.47600 -3.52698 2.42201  0.46
H -5.32934 -4.35766 1.00561  0.45
H -5.42692 -3.76886 -1.38164  0.45
H -3.72127 -2.33297 -2.41366  0.59
C -2.97488 4.47387 -1.49131  -1.19
Ge -2.77039 3.80898 0.33126  0.69
C -1.00436 4.23595 1.04223  -0.85
C -4.21302 4.42181 1.48237  -1.23
C -2.85439 1.81999 0.30978  -0.34
Se -1.92770 1.09730 -1.23510  0.26
C -3.50708 0.73568 -2.28969  -1.38
H -2.78135 5.54704 -1.50614  0.42
H -3.98883 4.31473 -1.86054  0.33
H -2.27077 3.99932 -2.17650  0.35
H -0.75379 5.27713 0.83747  0.48
H -0.23298 3.60576 0.59209  -0.06
H -0.97693 4.08637 2.12292  0.33
H -4.18085 5.50652 1.58762  0.39
H -4.12936 3.98013 2.47578  0.36
H -5.18067 4.14750 1.06212  0.38
H -3.86929 1.42113 0.32009  0.67
H -2.34196 1.43226 1.17974  -0.79
H -4.00919 1.68844 -2.44090  0.44
H -4.13938 0.03178 -1.75724  0.37
H -3.18036 0.32424 -3.24087  0.40
F 3.46082 4.21171 2.91176  -0.34
C 3.06845 3.30568 2.00744  0.25
C 2.06918 2.41617 2.34928  -0.50
C 1.66924 1.49276 1.39501  0.07
C 2.25507 1.45351 0.13840  -0.12
C 3.27126 2.35839 -0.16960  -0.55
C 3.68181 3.29460 0.76676  -0.83
Sb 1.58788 0.00829 -1.24016  0.52
C 3.19445 -1.35800 -1.20284  0.62
C 4.25025 -1.16357 -0.31578  -0.48
C 5.29450 -2.07425 -0.25127  -0.75
C 5.25879 -3.17585 -1.08300  0.20
F 6.26075 -4.06471 -1.01897  -0.36
C 4.22756 -3.40021 -1.97461  -0.77
C 3.18865 -2.48379 -2.02664  -0.39
C 1.88309 1.07251 -3.04038  0.26
C 1.37949 2.36867 -3.14674  -0.35
C 1.49100 3.07303 -4.33549  -0.65
C 2.10344 2.45499 -5.40982  0.16
F 2.21149 3.12943 -6.56236  -0.33
C 2.61181 1.17351 -5.33835  -0.64
C 2.49765 0.48277 -4.14095  -0.52
H 1.62872 2.45004 3.33763  0.52
H 0.90107 0.77313 1.63725  -0.30
H 3.74130 2.34498 -1.14615  0.52
H 4.46384 4.01023 0.55148  0.47
H 4.26871 -0.29829 0.33620  0.43
H 6.12534 -1.94125 0.42870  0.50
H 4.24262 -4.27862 -2.60533  0.49
H 2.37024 -2.67496 -2.70924  0.38
H 0.90571 2.84806 -2.29694  0.49
H 1.11764 4.08290 -4.43949  0.49
H 3.08915 0.73634 -6.20460  0.47
H 2.90733 -0.51847 -4.07443  0.40
O -0.04697 -2.79306 -1.89511  -0.47
N -0.40876 -2.40905 -3.06832  0.70
O -0.19054 -3.02612 -4.05847  -0.63
O -1.04156 -1.28500 -3.05303  -0.71

## Properties
2S+1 ... 1
Largest force on an atom ... 0.0128 Eh/bohr
E_LUMO ... -2.79 eV
Net charge ... +1

---

No. 2
A structure of composition C41H41BBrCl5F2N6O3PS3SeV. Source: the OMol25 dataset; level of theory: ωB97M-V/def2-TZVPD.

Last column: Löwdin spin population.
Positions of all 106 atoms, in Å:
V 1.44552 0.48065 -0.52616  1.10
Cl 4.33736 -0.64238 -3.06424  0.00
C 3.80712 0.96163 -2.72512  0.00
C 2.64479 1.18710 -1.99161  -0.01
C 2.29112 2.49853 -1.76659  0.01
Cl 0.76433 2.68460 -0.84194  0.00
C 3.02580 3.59611 -2.19747  0.00
Cl 2.50571 5.18615 -1.81428  0.00
C 4.17315 3.34619 -2.93193  0.00
Cl 5.11669 4.66428 -3.50556  0.00
C 4.56065 2.02510 -3.20452  0.00
Cl 5.99268 1.74685 -4.11863  0.00
C 3.82543 -2.71038 2.59835  0.00
C 5.06838 -1.86601 2.34615  0.00
C 5.26233 -1.34344 0.89085  0.00
C 6.49734 -0.42938 0.85367  0.00
C 6.70595 0.29204 -0.47110  0.00
C 5.47461 -2.54187 -0.00727  0.00
O 6.52169 -3.14242 -0.06903  0.00
N 4.36668 -2.95037 -0.70032  0.00
C 3.12801 -2.32476 -0.76696  0.00
O 2.22163 -2.85325 -1.34967  0.00
N 2.98525 -1.07832 -0.12734  0.00
C 4.00497 -0.60149 0.53862  0.00
O 3.94526 0.58491 1.03640  -0.01
H 3.82198 -3.05074 3.63344  0.00
H 3.79394 -3.59621 1.96146  0.00
H 2.90822 -2.14025 2.44146  0.00
H 5.96942 -2.43708 2.57814  0.00
H 5.04735 -0.98505 2.98980  0.00
H 7.35458 -1.06948 1.06386  0.00
H 6.39841 0.29402 1.66263  0.00
H 6.75797 -0.40692 -1.30672  0.00
H 7.64059 0.85203 -0.45052  0.00
H 5.90285 1.00262 -0.67330  0.00
H 4.45382 -3.76983 -1.28540  0.00
C -4.61852 -1.19108 0.98617  0.00
C -4.75587 -0.44070 -0.32990  0.00
N -3.48797 0.11194 -0.77397  0.00
C -2.92349 0.04961 -1.99932  0.00
S -1.91658 1.24495 -2.57522  0.00
N -3.20726 -1.01915 -2.80598  0.00
C -3.49635 -2.38771 -2.40532  0.00
C -4.74715 -2.93991 -3.07405  0.00
H -5.59555 -1.50243 1.35913  0.00
H -4.15616 -0.54518 1.73467  0.00
H -3.99216 -2.07778 0.87214  0.00
H -5.45467 0.39207 -0.19401  0.00
H -5.17057 -1.07538 -1.10845  0.00
H -3.12862 0.88128 -0.21377  0.00
H -2.73395 -0.91945 -3.69429  0.00
H -3.58023 -2.43118 -1.32100  0.00
H -2.64213 -3.01181 -2.68092  0.00
H -5.60761 -2.29562 -2.89028  0.00
H -4.97502 -3.93939 -2.69958  0.00
H -4.60456 -3.00689 -4.15294  0.00
Se 0.85799 -0.50237 -3.93832  0.00
C 0.43725 -1.95994 -5.03971  0.00
C 0.73464 -1.98721 -6.41125  0.00
C 0.36174 -3.06664 -7.18623  0.00
N -0.28837 -4.14578 -6.73902  0.00
C -0.55794 -4.13415 -5.43271  0.00
C -0.22668 -3.10637 -4.57190  0.00
H 1.26192 -1.15426 -6.85831  0.00
H 0.59934 -3.06850 -8.24649  0.00
H -1.07544 -5.01000 -5.04805  0.00
H -0.46318 -3.19601 -3.51844  0.00
F 2.69748 2.50192 1.46531  -0.02
B 2.57982 1.17856 1.26766  -0.06
F 1.94594 0.47193 2.26224  -0.02
S -1.24606 5.50162 1.88549  0.00
P -2.05836 3.75442 2.24911  0.00
S -1.62837 2.19736 1.04369  0.00
C -3.88684 3.88917 2.27174  0.00
C -4.64042 3.51814 1.16406  0.00
C -6.02029 3.65795 1.17566  0.00
C -6.66084 4.16546 2.29675  0.00
C -5.91228 4.55289 3.39976  0.00
C -4.53262 4.42210 3.38308  0.00
C -1.71698 3.20637 3.96833  0.00
C -2.11927 1.94042 4.39040  0.00
C -1.86225 1.51517 5.68108  0.00
C -1.19005 2.35042 6.56753  0.00
C -0.77204 3.60239 6.14897  0.00
C -1.03309 4.02825 4.85130  0.00
H -4.13376 3.12450 0.29038  0.00
H -6.59726 3.36470 0.30704  0.00
H -7.73883 4.26865 2.30804  0.00
H -6.40451 4.95787 4.27543  0.00
H -3.95073 4.73943 4.24032  0.00
H -2.62643 1.28830 3.68809  0.00
H -2.17821 0.52905 5.99932  0.00
H -0.98830 2.01861 7.57855  0.00
H -0.23665 4.25184 6.83034  0.00
H -0.70336 4.99949 4.50281  0.00
Br -1.81046 -4.63508 1.90363  0.00
C -1.13215 -3.08164 1.08209  0.01
C -0.80854 -3.10175 -0.25929  0.00
C -0.24138 -1.96334 -0.81008  0.01
N 0.03914 -0.90076 -0.04954  0.00
C -0.41678 -0.83008 1.21623  0.01
C -0.99502 -1.92027 1.82920  0.00
H -0.95947 -3.97856 -0.87084  0.00
H 0.02898 -1.87833 -1.85808  0.00
H -0.33480 0.12104 1.72665  0.00
H -1.32338 -1.85632 2.85565  0.00

## Properties
2S+1 ... 2
Largest force on an atom ... 0.0286 Eh/bohr
E_LUMO (alpha / beta) ... 0.92 / 1.13 eV
Net charge ... -1